Formula: C19H16N7O2Sr
Source: the Open Molecules 2025 dataset
Level of theory: ωB97M-V/def2-TZVPD

XYZ file:
```
45
C19H16N7O2Sr | the Open Molecules 2025 dataset | ωB97M-V/def2-TZVPD
Sr 0.49 -0.42 -1.10
N -0.85 0.97 3.23
C -0.40 0.85 2.00
N -0.23 -0.38 1.45
C -0.75 -1.45 2.07
N -0.84 -2.59 1.40
N -0.35 -2.47 0.17
C -0.39 -3.53 -0.65
C 0.01 -3.49 -2.04
C 0.10 -4.71 -2.85
C 0.46 -4.58 -4.16
C 0.73 -3.27 -4.70
C 0.67 -2.19 -3.92
N 0.31 -2.31 -2.62
C -1.21 -1.34 3.46
C -1.67 -2.47 4.16
C -2.07 -2.30 5.51
C -2.02 -1.07 6.17
C -1.58 0.06 5.45
C -1.24 -0.11 4.10
H -0.82 1.91 3.67
H 0.04 1.71 1.46
H -0.75 -4.46 -0.22
H -0.16 -5.64 -2.39
H 0.42 -5.48 -4.77
H 1.13 -3.10 -5.70
H 0.80 -1.16 -4.32
H -1.72 -3.47 3.75
H -2.47 -3.20 5.98
H -2.36 -1.04 7.23
H -1.55 1.03 5.95
C 1.26 6.00 -0.93
N 1.28 4.71 -1.64
C 1.75 4.67 -2.92
C 1.82 3.44 -3.54
C 1.51 2.22 -2.78
O 1.80 1.04 -3.14
N 0.71 2.39 -1.77
C 0.60 3.53 -1.04
O 0.15 3.55 0.12
H 1.14 6.85 -1.64
H 2.21 6.15 -0.41
H 0.50 6.13 -0.17
H 1.92 5.67 -3.34
H 1.65 3.36 -4.60
```

The value obtained for the highest occupied orbital energy is -10.3 eV. As for the total charge: +1. The calculation puts the largest force on an atom at 4.35 eV Å⁻¹. As for the energy above the lowest of the compared OMol25 structures with the same formula, charge and spin: 7.9 kcal per mole. For the LUMO energy, the calculation gives -4.173 eV.



Formula: C3H2CuFLiO3
Source: the Open Molecules 2025 dataset
Level of theory: ωB97M-V/def2-TZVPD

XYZ file:
```
11
C3H2CuFLiO3 | the Open Molecules 2025 dataset | ωB97M-V/def2-TZVPD
O -1.42 -0.27 -0.10
C -0.44 -1.10 0.26
C -0.94 1.06 -0.02
O -0.46 -2.31 0.39
O 0.64 -0.40 0.37
C 0.52 0.97 -0.16
Li 1.22 -3.06 -0.22
F -1.18 1.51 1.45
H -1.48 1.73 -0.69
H 0.97 1.88 0.24
Cu 2.55 -0.03 -1.52
```

The value obtained for the highest occupied orbital energy (alpha / beta) is -6.2 / -7.4 eV. As for the expectation value of S²: 0.755. The calculation puts the largest force on an atom at 3.08 eV Å⁻¹. As for the energy above the lowest of the compared OMol25 structures with the same formula, charge and spin: 48.7 kcal per mole. As for the multiplicity: 2. For the LUMO energy (alpha / beta), the calculation gives -0.919 / -1.137 eV.



Formula: C21H21N7PPdS
Source: the Open Molecules 2025 dataset
Level of theory: ωB97M-V/def2-TZVPD

XYZ file:
```
52
C21H21N7PPdS | the Open Molecules 2025 dataset | ωB97M-V/def2-TZVPD
Pd -0.32 1.03 0.00
C 4.80 -0.95 0.00
N 3.78 0.09 0.00
C 4.03 1.44 0.00
C 2.81 2.05 0.00
N 1.83 1.11 0.00
C 2.43 -0.08 0.00
P 1.68 -1.73 0.00
C 0.51 -1.53 -1.39
N -0.07 -0.40 -1.74
C -0.84 -0.68 -2.83
C -0.69 -2.00 -3.16
N 0.17 -2.53 -2.24
C 0.57 -3.93 -2.19
C 0.51 -1.53 1.38
N -0.07 -0.40 1.73
C -0.84 -0.68 2.83
C -0.69 -2.00 3.16
N 0.17 -2.53 2.24
C 0.56 -3.93 2.19
H 5.78 -0.47 0.00
H 4.71 -1.57 -0.89
H 4.71 -1.57 0.89
H 5.03 1.83 0.00
H 2.60 3.11 0.00
H -1.42 0.08 -3.32
H -1.11 -2.59 -3.96
H 0.78 -4.29 -3.19
H -0.23 -4.54 -1.76
H 1.46 -4.03 -1.58
H -1.42 0.08 3.32
H -1.11 -2.59 3.96
H 0.78 -4.29 3.19
H 1.46 -4.03 1.58
H -0.23 -4.54 1.76
S -4.71 1.46 0.00
C -4.34 -0.21 0.00
C -2.99 -0.45 0.00
C -2.24 0.76 0.00
C -3.04 1.87 0.00
C -2.43 3.18 0.00
C -3.10 4.40 0.00
C -2.38 5.57 0.00
C -0.99 5.51 0.00
C -0.39 4.26 0.00
N -1.08 3.13 0.00
H -5.14 -0.93 0.00
H -2.56 -1.44 0.00
H -4.19 4.41 0.00
H -2.88 6.53 0.00
H -0.38 6.40 0.00
H 0.69 4.17 0.00
```

The value obtained for the highest occupied orbital energy is -10.3 eV. As for the total charge: +1. The calculation puts the largest force on an atom at 0.71 eV Å⁻¹. As for the energy above the lowest of the compared OMol25 structures with the same formula, charge and spin: 13.8 kcal per mole. For the LUMO energy, the calculation gives -2.063 eV.